# C3H5NO2

A molecular structure, C3H5NO2 (ωB97M-V/def2-TZVPD, the OMol25 dataset).

Summary:
Charge   0
Orbital gap   10.31 eV
Multiplicity   1
LUMO   0.0331 hartree
Energy above the lowest of the compared OMol25 structures with the same formula, charge and spin   446.75 kJ/mol

Each line ends with the Löwdin charge.
Geometry (Å):
O (0.01, -0.33, 1.79)  -0.100
O (0.87, -0.11, -2.08)  -0.067
N (-0.37, 0.23, -1.49)  0.037
C (-1.13, 0.01, 0.99)  -0.095
C (-0.28, -0.03, -0.26)  -0.295
C (0.87, -0.16, 0.66)  -0.122
H (1.00, 0.92, 0.39)  0.154
H (-1.59, 0.94, 1.37)  0.131
H (1.72, -0.86, 0.70)  0.142
H (-1.85, -0.80, 0.92)  0.125
H (0.76, 0.20, -2.99)  0.089

---

# C22H27N5O4

C22H27N5O4 in the gas phase (ωB97M-V/def2-TZVPD, the OMol25 dataset).

Summary:
Charge   0
SMILES   CCOC(=O)N1CCN(C(=O)C[C@@H](C(=O)N2CCc3ccccc32)n2ccnc2)CC1
Orbital gap   9.12 eV
Multiplicity   1
LUMO   0.0230 hartree
Energy above the lowest of the compared OMol25 structures with the same formula, charge and spin   56.19 kJ/mol

Each line ends with the Löwdin charge.
Geometry (Å):
O (4.66, 3.55, -2.05)  0.099
O (-0.15, -0.06, -2.57)  0.056
O (-0.50, -1.08, 0.82)  0.083
O (4.42, 3.69, 0.19)  -0.015
N (-2.29, -2.29, 0.13)  0.050
N (3.86, 1.79, -0.89)  -0.030
N (-3.28, 0.54, 0.06)  -0.062
N (1.39, 0.63, -1.08)  -0.030
N (-4.66, 1.17, 1.66)  0.061
C (-1.00, 1.10, -0.67)  -0.022
C (-0.82, -5.09, 2.12)  -0.080
C (3.56, 1.06, -2.11)  -0.100
C (1.76, 1.21, 0.20)  -0.113
C (3.29, 1.25, 0.32)  -0.112
C (-2.10, 0.04, -0.59)  -0.186
C (-2.95, -4.46, 0.49)  -0.165
C (-3.51, -2.45, -0.65)  -0.091
C (0.12, 0.51, -1.52)  -0.453
C (-5.22, 1.45, 0.46)  -0.155
C (4.33, 3.06, -1.00)  -0.546
C (4.89, 5.61, 1.53)  -0.066
C (-4.01, -3.88, -0.40)  -0.080
C (2.46, 0.04, -1.86)  -0.110
C (-1.78, -6.04, 1.84)  -0.090
C (-2.86, -5.73, 1.02)  -0.032
C (-1.98, -3.50, 0.78)  -0.135
C (-1.54, -1.17, 0.19)  -0.373
C (-3.50, 0.63, 1.39)  -0.166
C (4.97, 5.00, 0.14)  -0.227
C (-0.90, -3.80, 1.59)  0.003
C (-4.38, 1.07, -0.55)  -0.075
H (0.01, -5.34, 2.75)  0.103
H (4.46, 0.56, -2.47)  0.132
H (4.40, 5.60, -0.59)  0.126
H (-4.10, -4.45, -1.33)  0.121
H (-2.80, 0.29, 2.13)  0.133
H (-1.70, -7.03, 2.25)  0.100
H (-3.28, -2.29, -1.71)  0.132
H (3.86, 5.66, 1.86)  0.076
H (5.31, 6.61, 1.51)  0.077
H (3.69, 0.25, 0.49)  0.130
H (3.57, 1.88, 1.16)  0.128
H (-3.62, -6.47, 0.80)  0.113
H (-4.98, -3.89, 0.09)  0.122
H (5.45, 5.00, 2.23)  0.076
H (1.39, 2.24, 0.25)  0.133
H (2.86, -0.84, -1.33)  0.131
H (2.03, -0.29, -2.80)  0.126
H (1.34, 0.62, 1.02)  0.120
H (6.01, 4.94, -0.21)  0.128
H (-2.35, -0.27, -1.61)  0.148
H (-1.39, 1.98, -1.18)  0.142
H (3.26, 1.79, -2.87)  0.130
H (-4.47, 1.13, -1.61)  0.117
H (-4.25, -1.71, -0.34)  0.120
H (-0.67, 1.37, 0.33)  0.107
H (-0.15, -3.06, 1.81)  0.099
H (-6.19, 1.90, 0.40)  0.092

---

# C40H43Cl5MgNO4PSSi2

A molecular structure, C40H43Cl5MgNO4PSSi2 (ωB97M-V/def2-TZVPD, the OMol25 dataset).

Summary:
Charge   -2
Orbital gap   6.62 eV
Multiplicity   1
LUMO   0.1470 hartree
Energy above the lowest of the compared OMol25 structures with the same formula, charge and spin   0.00 kJ/mol

Each line ends with the Löwdin charge.
Geometry (Å):
Cl (-1.64, 1.32, -1.62)  0.742
Cl (3.15, 5.27, -1.46)  0.623
Cl (-1.80, 4.02, -3.23)  0.642
Cl (3.23, 2.61, 0.17)  0.667
Cl (0.62, 6.01, -3.11)  0.629
S (-1.70, -2.50, 0.19)  0.516
P (1.42, -0.48, -2.67)  1.156
Si (-2.59, 2.18, 2.00)  0.373
Si (-0.08, 1.26, 3.66)  0.376
Mg (0.07, 0.30, 0.48)  0.452
O (-2.67, -1.63, -0.44)  -0.355
O (3.04, -2.23, 1.47)  -0.004
O (-1.54, -3.84, -0.37)  -0.338
O (1.87, -0.39, 0.97)  -0.141
N (-0.34, -1.74, 0.32)  -0.254
C (0.70, 2.15, -0.65)  -0.216
C (1.31, 2.48, 3.30)  -0.184
C (-3.64, -2.08, 3.72)  -0.041
C (2.92, -1.52, -2.52)  -0.344
C (4.37, -3.35, -3.12)  -0.103
C (-1.30, -3.04, -4.27)  -0.071
C (-1.83, -3.85, 2.59)  -0.066
C (3.37, 1.31, -3.73)  -0.077
C (5.23, -3.03, -2.07)  -0.103
C (-3.25, -1.92, 2.40)  -0.061
C (-3.89, 1.63, 0.73)  -0.212
C (1.10, 1.70, -4.36)  -0.119
C (-2.32, -2.80, 1.84)  -0.255
C (-0.43, 3.67, -2.23)  -0.730
C (1.77, 3.03, -0.69)  -0.682
C (-1.19, 1.02, 2.22)  -0.391
C (0.68, -1.40, -5.29)  -0.111
C (1.77, 4.21, -1.44)  -0.705
C (2.01, -1.65, 1.11)  -0.689
C (0.65, 4.55, -2.19)  -0.722
C (3.78, -1.22, -1.45)  -0.110
C (0.65, -0.38, 4.22)  -0.160
C (-0.55, -2.25, -3.42)  -0.075
C (-0.08, -2.19, -6.15)  -0.104
C (-3.50, -3.22, 5.95)  -0.064
C (2.80, 3.25, -5.05)  -0.106
C (0.78, -2.53, 0.82)  -0.185
C (-2.03, 3.93, 1.54)  -0.174
C (4.92, -1.97, -1.24)  -0.076
C (-2.23, -4.00, 3.92)  -0.051
C (-0.35, 2.50, -1.48)  -0.712
C (0.46, -1.42, -3.92)  -0.369
C (-1.07, -3.01, -5.63)  -0.107
C (3.75, 2.47, -4.40)  -0.094
C (-0.88, 1.93, 5.27)  -0.210
C (-3.68, 2.44, 3.55)  -0.205
C (2.04, 0.91, -3.71)  -0.351
C (3.23, -2.60, -3.34)  -0.081
C (1.47, 2.85, -5.04)  -0.100
C (-3.12, -3.11, 4.50)  -0.290
H (-1.45, 4.38, 2.35)  0.019
H (-3.16, 2.97, 4.35)  -0.006
H (-3.10, -4.14, 6.39)  0.065
H (-4.58, -3.23, 6.08)  0.071
H (2.56, -2.87, -4.15)  0.091
H (4.79, 2.77, -4.39)  0.097
H (-1.16, -4.56, 2.13)  0.107
H (-4.35, -1.39, 4.15)  0.109
H (3.09, 4.16, -5.55)  0.094
H (1.36, -0.76, 3.48)  0.013
H (-1.79, 1.39, 5.52)  0.013
H (4.12, 0.73, -3.22)  0.096
H (2.08, 2.00, 2.69)  -0.008
H (-2.90, 4.57, 1.35)  0.022
H (-1.65, 0.04, 2.40)  -0.030
H (0.72, 3.46, -5.52)  0.097
H (1.46, -0.76, -5.70)  0.105
H (-4.57, 3.01, 3.29)  0.013
H (1.08, -3.31, 0.12)  0.118
H (-3.71, 0.63, 0.35)  -0.014
H (0.55, -3.02, 1.78)  0.106
H (0.10, -2.16, -7.21)  0.091
H (-3.90, 2.30, -0.14)  0.001
H (6.11, -3.63, -1.89)  0.090
H (-0.17, 1.81, 6.10)  0.011
H (-0.14, -1.13, 4.34)  0.023
H (4.59, -4.20, -3.76)  0.090
H (-1.82, -4.81, 4.51)  0.103
H (-4.89, 1.66, 1.18)  0.015
H (-2.07, -3.68, -3.84)  0.106
H (1.78, 2.84, 4.22)  0.019
H (-1.41, 3.92, 0.65)  0.009
H (-3.11, -2.38, 6.52)  0.078
H (5.55, -1.75, -0.38)  0.106
H (-4.00, 1.48, 3.96)  0.013
H (-1.13, 2.99, 5.19)  0.010
H (-3.64, -1.12, 1.79)  0.094
H (-0.74, -2.27, -2.35)  0.067
H (0.94, 3.34, 2.74)  0.019
H (3.51, -0.43, -0.76)  0.085
H (-1.67, -3.62, -6.30)  0.089
H (0.05, 1.41, -4.34)  0.103
H (1.18, -0.29, 5.17)  0.021

---

# C2H9N3

2 unconnected molecules or ions with the total composition C2H9N3 (ωB97M-V/def2-TZVPD, the OMol25 dataset).

Summary:
Charge   0
SMILES   [H]/N=C/N.CN
Orbital gap   10.05 eV
Multiplicity   1
LUMO   0.0314 hartree
Energy above the lowest of the compared OMol25 structures with the same formula, charge and spin   76.32 kJ/mol

Each line ends with the Löwdin charge.
Geometry (Å):
N (1.56, 0.14, -0.18)  0.068
N (3.30, 0.51, -1.69)  0.040
N (-2.05, -0.57, 0.26)  -0.082
C (2.33, -0.20, -1.24)  -0.424
C (-2.15, 0.14, 1.55)  -0.192
H (1.67, 1.10, 0.16)  0.102
H (0.71, -0.29, 0.14)  0.061
H (-3.09, 0.69, 1.64)  0.064
H (-1.36, 0.87, 1.70)  0.060
H (-2.07, -0.59, 2.35)  0.061
H (1.99, -1.13, -1.70)  0.116
H (3.74, -0.04, -2.42)  0.024
H (-2.97, -0.72, -0.15)  0.056
H (-1.63, 0.10, -0.40)  0.046

---

# C4H8O

3 unconnected molecules or ions with the total composition C4H8O (ωB97M-V/def2-TZVPD, the OMol25 dataset).

Summary:
Charge   0
SMILES   C1=CC1.[H][H].C=O
Orbital gap   10.52 eV
Multiplicity   1
LUMO   0.0288 hartree
Energy above the lowest of the compared OMol25 structures with the same formula, charge and spin   489.53 kJ/mol

Each line ends with the Löwdin charge.
Geometry (Å):
O (-2.09, -0.90, 0.85)  -0.070
C (0.63, 0.37, -1.08)  -0.079
C (1.22, -0.52, -0.35)  -0.102
C (-0.91, -0.94, 1.12)  -0.192
C (1.43, 0.91, 0.04)  -0.155
H (0.91, 1.31, 0.90)  0.061
H (-2.43, 0.28, -0.61)  0.039
H (0.21, 0.59, -2.03)  0.092
H (-0.32, -1.87, 1.15)  0.088
H (-2.21, 0.73, -1.17)  0.052
H (1.67, -1.49, -0.34)  0.104
H (-0.48, -0.11, 1.68)  0.080
H (2.37, 1.43, -0.14)  0.083

---

# C2H2Cl2N2

A molecular structure, C2H2Cl2N2 (ωB97M-V/def2-TZVPD, the OMol25 dataset).

Summary:
Charge   0
Orbital gap   10.42 eV
Multiplicity   1
LUMO   -0.0187 hartree
Energy above the lowest of the compared OMol25 structures with the same formula, charge and spin   100.23 kJ/mol

Each line ends with the Löwdin charge.
Geometry (Å):
Cl (-4.53, -0.53, 0.59)  0.191
Cl (3.50, -0.88, -0.05)  0.359
N (-1.60, -0.43, -0.68)  0.178
N (0.44, -1.60, -0.18)  0.018
C (1.46, -2.15, 0.03)  -0.039
C (-0.58, -0.93, -0.47)  -0.289
H (3.83, -1.93, -0.81)  -0.130
H (-3.24, -0.53, 0.16)  -0.288